The following is a quantum chemistry calculation of a structure of composition C31H29Br2N5OY, from the Open Molecules 2025 dataset.

Values from the calculation:
- molar mass (g/mol) = 736.32
- HOMO-LUMO gap (eV) = 7.5328
- ΔE to the lowest compared entry with this formula, charge and spin (eV) = 0.0000
- total charge = +1
- electronic energy (eV) = -183243.34955

Geometry as XYZ:
```
69
C31H29Br2N5OY | the Open Molecules 2025 dataset | the ωB97M-V functional and the def2-TZVPD basis
Y -1.17024 -0.30347 1.21836
Br -8.39493 -1.04276 2.82455
Br -3.56056 -2.51019 5.27189
O -2.35610 -1.02920 2.81059
N 2.16960 -0.71509 -0.08985
N -1.16327 1.84300 2.49326
N 2.05169 0.69845 -1.87680
N -3.63799 0.08625 0.75960
N 0.21986 0.56413 -0.44510
C 5.86084 -0.36037 -3.27361
C 3.34371 0.31228 -2.36011
C -1.72639 3.60420 -2.61349
C -0.10361 2.96368 -0.92387
C -3.67465 -1.05961 2.85751
C 1.88817 -1.58813 1.02981
C 0.53214 -2.60210 2.68379
C -4.25535 0.69148 -0.23482
C -6.51425 -1.04142 2.80730
C -4.41820 -1.66158 3.83827
C -5.79951 -0.41643 1.74443
C -0.79390 3.93663 -1.64293
C -1.31796 1.28554 -2.18080
C 5.66107 0.87328 -2.66656
C 4.40095 1.20255 -2.20118
C -1.98673 2.26963 -2.89159
C -5.65038 0.79468 -0.32879
C 3.00794 -2.33217 1.42984
C 1.45020 0.18533 -0.77523
C -0.38545 1.61754 -1.19706
C 2.83217 -3.22241 2.47961
C -4.39315 -0.44940 1.77670
C 0.63053 -1.68562 1.61738
C 0.93392 3.36027 0.08985
C 3.52092 -0.92873 -2.96997
C -6.41431 0.23077 0.65269
C 4.80461 -1.24452 -3.41384
C 4.35737 -2.20441 0.77501
C -5.83365 -1.64962 3.81591
C 2.39917 -1.91524 -3.13835
C 1.60472 -3.36647 3.11057
H 0.63784 4.26510 0.62225
H 1.89595 3.57345 -0.38099
H 6.83966 -0.63324 -3.64368
H 5.07861 -2.85312 1.26700
H -0.36763 1.96005 3.11426
H 1.42384 -1.43026 -3.14085
H 4.34154 -2.49165 -0.28221
H 2.40173 -2.65376 -2.33283
H -2.24121 4.38422 -3.15747
H -6.36950 -2.13198 4.62113
H 6.48203 1.56793 -2.55331
H 4.97158 -2.20195 -3.89208
H -3.62553 1.11908 -1.00609
H -1.48837 0.23632 -2.39908
H 1.49893 -4.06744 3.92746
H 1.55944 1.43437 -2.35810
H 2.50802 -2.45550 -4.07750
H 4.75316 -1.18543 0.82521
H 4.22346 2.15190 -1.71176
H -1.23546 2.69527 1.94542
H 1.11343 2.56859 0.81796
H 3.08966 -0.84645 -0.48209
H -6.09479 1.30031 -1.17331
H -1.98887 1.78039 3.08333
H -0.59205 4.98214 -1.44249
H -7.49393 0.27194 0.60522
H -0.41995 -2.71777 3.19262
H 3.68015 -3.81209 2.80700
H -2.70074 1.99883 -3.65801
```

Here are the natural (NBO) charges for atoms 1 to 8, given in e: 2.252 0.097 0.110 -0.912 -0.608 -1.121 -0.633 -0.572

The following is a quantum chemistry calculation of a structure of composition C31H29BrMnN6O3S2, from the Open Molecules 2025 dataset.

Values from the calculation:
- molar mass (g/mol) = 732.59
- HOMO-LUMO gap (alpha / beta) (eV) = 6.9199 / 7.1405
- total charge = +1
- electronic energy (eV) = -170732.48013
- 2S+1 = 5

Geometry as XYZ:
```
73
C31H29BrMnN6O3S2 | the Open Molecules 2025 dataset | the ωB97M-V functional and the def2-TZVPD basis
Br -1.84856 -5.09659 -5.28361
Mn 0.19307 0.04285 -0.34734
S -1.67562 1.29454 -0.54459
S -1.25184 -1.60419 1.60667
O 2.21391 -1.76397 4.92122
O -0.40804 -1.52585 -1.45948
O 0.73830 0.06984 -2.39045
N 0.53569 -3.57417 1.68391
N -0.36963 2.10810 1.70680
N 0.46786 1.11408 1.31073
N -2.28888 3.18797 1.18244
N 1.93764 -0.75369 0.30096
N 0.50198 -2.12764 3.50811
C 1.95490 -4.02103 4.26606
C 1.51645 0.85178 2.02382
C 3.22114 2.01574 3.37768
C 2.76616 2.80933 5.59603
C 1.32039 -6.33425 4.41816
C 1.46549 2.33633 5.49583
C 3.37347 -0.86883 2.18051
C -1.39088 2.24142 0.89679
C -1.23361 -6.06998 1.43844
C -0.73830 -2.87984 -3.91147
C 0.12495 -1.02881 -2.51443
C 1.60314 -2.57237 4.26465
C -0.08117 -3.07867 -6.22216
C -0.79196 -3.54020 -5.12385
C 1.03157 1.71932 4.33402
C 2.66092 -6.69616 4.40953
C 0.04463 -1.73350 -3.80788
C 1.90880 1.54944 3.26298
C 2.59438 -1.75605 -0.27799
C 0.09809 -4.16894 0.41730
C 0.75977 -1.25445 -4.89814
C -0.01264 -2.52127 2.28546
C 4.05107 -1.92726 1.58797
C 3.64269 2.65647 4.52996
C 0.69415 -1.93261 -6.10415
C 3.67274 -2.36850 0.33186
C 3.29908 -4.38303 4.28662
C 0.96485 -4.99670 4.34211
C 2.33012 -0.27628 1.49575
C -0.04594 -5.67787 0.56596
C 3.65060 -5.72193 4.34357
H 2.93620 -7.74142 4.46578
H 0.55133 -7.09217 4.48911
H -0.84421 -3.70377 0.14252
H 0.78023 2.45475 6.32528
H 3.09898 3.29397 6.50494
H -2.16952 -5.72751 0.99273
H 1.35107 -0.35469 -4.79359
H 0.82437 -3.92347 -0.36078
H -2.15520 3.77097 1.99081
H -0.15768 -6.10254 -0.43332
H 0.01443 1.36551 4.25749
H 0.17046 -1.21611 3.79488
H -1.29447 -7.15219 1.55722
H 1.24527 -1.57029 -6.96148
H 3.63564 -0.50909 3.16635
H 4.05576 -3.60781 4.27515
H 3.90476 1.91690 2.54173
H 0.88024 -6.09530 0.97740
H 4.19192 -3.17228 -0.17090
H 4.65407 3.03538 4.59581
H -3.08297 3.33759 0.58722
H 4.69441 -6.00673 4.35357
H 2.23045 -2.07578 -1.24495
H -0.13710 -3.61046 -7.16237
H -1.29362 -3.23547 -3.05475
H 4.87109 -2.40391 2.11028
H 1.25854 -4.08098 2.17507
H -1.16139 -5.62840 2.43496
H -0.08000 -4.70742 4.35248
```

Here are the Löwdin charges for atoms 1 to 8, given in e: 0.767 0.704 0.759 0.729 0.118 -0.133 -0.050 0.041

The following is a quantum chemistry calculation of a cluster of 2 separate species, C31H29Cl2N2O in total in a non-equilibrium geometry, from the Open Molecules 2025 dataset.

Values from the calculation:
- molar mass (g/mol) = 516.49
- HOMO-LUMO gap (eV) = 7.3080
- total charge = +1
- electronic energy (eV) = -62683.15255

Geometry as XYZ:
```
65
C31H29Cl2N2O | the Open Molecules 2025 dataset | the ωB97M-V functional and the def2-TZVPD basis
Cl 7.27535 3.75042 -2.55261
Cl -4.82725 5.05020 -2.64575
O 3.69771 -3.87947 -0.12768
N -2.18364 -1.29309 -0.07091
N -1.61469 -1.04302 2.03388
C -2.46970 3.48205 0.15430
C -3.36961 -1.45054 0.67493
C -0.76985 -0.89579 3.20200
C -3.49249 4.19299 -0.47108
C 4.59557 3.55766 -2.54623
C 3.35000 2.68502 -0.65146
C 0.21693 -3.15789 0.64698
C -2.05621 -1.42069 -1.50959
C 5.77045 2.81879 -0.52353
C 2.10560 2.39472 -0.01927
C -3.00264 -1.28768 2.03246
C -4.40933 -2.29268 0.30628
C 3.65278 -5.32089 0.04515
C 1.38015 -1.06888 0.13722
C -2.78835 3.28894 -2.62363
C -3.63614 4.10915 -1.86396
C -1.12954 -1.23192 0.78650
C -3.66330 -1.96178 3.04758
C 0.19935 -1.75569 0.49468
C -1.76133 2.58914 -1.98485
C -4.74542 -2.77916 2.68116
C 5.78380 3.35144 -1.82838
C 3.37806 3.22122 -1.96173
C 2.53394 -1.79916 -0.06745
C 4.55331 2.48109 0.05351
C -0.35464 2.16933 0.01619
C -1.56074 2.77680 -0.61997
C 1.35681 -3.89613 0.46306
C 0.93059 2.42448 -0.66859
C -5.11127 -2.94060 1.33760
C 2.53558 -3.21089 0.09101
H -0.44216 1.13969 -0.17337
H -4.58109 -2.50174 -0.75166
H 1.30806 -4.97922 0.60683
H -0.19710 0.03576 3.11425
H 3.47485 -1.33149 -0.35167
H 0.90607 2.34278 -1.76137
H -3.04537 -1.61259 -1.92342
H -1.37259 -2.23381 -1.78842
H -1.41026 -0.83356 4.08073
H -1.67732 -0.47936 -1.93036
H -1.11846 1.90655 -2.55299
H 4.67036 -5.63336 -0.18964
H 2.14212 2.06301 1.02407
H -3.26471 -1.91805 4.06368
H -4.14916 4.82520 0.11319
H -5.94589 -3.59799 1.08044
H -0.69513 -3.67504 0.92830
H 1.39635 0.01518 0.02369
H -0.32011 2.37545 1.08908
H 2.43700 3.40172 -2.47482
H -0.06773 -1.73337 3.31511
H -2.35660 3.45893 1.24526
H 4.50336 2.08748 1.06975
H 2.92635 -5.77956 -0.64481
H -5.29549 -3.31271 3.46057
H 4.62561 3.99065 -3.54271
H 6.70166 2.68435 0.01654
H -2.90613 3.22203 -3.69460
H 3.38369 -5.58438 1.08058
```

Here are the natural (NBO) charges for atoms 1 to 8, given in e: 0.041 0.041 -0.475 -0.314 -0.326 -0.196 0.119 -0.417

The following is a quantum chemistry calculation of a structure of composition C31H29ClN6OSSbSe4Tc, from the Open Molecules 2025 dataset.

Values from the calculation:
- molar mass (g/mol) = 1104.73
- HOMO-LUMO gap (eV) = 5.8201
- ΔE to the lowest compared entry with this formula, charge and spin (eV) = 5.7239
- total charge = +2
- electronic energy (eV) = -337069.26001

Geometry as XYZ:
```
75
C31H29ClN6OSSbSe4Tc | the Open Molecules 2025 dataset | the ωB97M-V functional and the def2-TZVPD basis
Sb -1.92918 4.45066 4.46073
Tc 0.58330 1.51003 2.31128
Se -1.67082 2.76971 1.95999
Se 0.44992 5.31537 3.45506
Se -1.37106 2.95224 6.13531
Se 0.29878 3.91505 1.62379
Cl -6.18432 -1.08484 1.16063
S 1.76395 2.34127 4.04652
O 0.66603 1.92347 -0.51277
N 2.67456 -0.18897 3.69483
N 0.77940 0.94554 0.49511
N -1.52944 0.47746 -2.92344
N -2.79781 0.01979 -3.04734
N 3.05650 0.73108 5.75138
N 2.07740 0.13911 2.48617
C 5.33234 -2.81961 2.00478
C 2.76337 -2.96181 0.96533
C -4.88763 -0.03671 -1.70331
C 1.83476 1.72116 -3.34355
C -2.57026 0.94946 -1.03479
C -0.70878 0.17537 3.26766
C 4.84259 -4.02451 1.51517
C -3.49910 -1.33338 1.21112
C -3.29588 -0.70873 -4.22007
C 2.37595 -0.56901 1.43792
C -0.00324 1.64254 -1.71314
C 1.27064 -0.52460 -2.26622
C -2.06440 -0.10172 2.71744
C 2.09041 0.71528 -5.62725
C 1.72131 -0.09059 0.21195
C -2.23671 -1.03412 1.69803
C 2.02619 -0.61357 -0.97777
C 3.25083 -1.75044 1.46152
C 0.75631 0.82930 -2.78232
C -0.30188 0.20425 -5.05963
C -4.46350 0.24758 2.75809
C -3.19245 0.53065 3.24277
C 3.55526 -4.09871 1.00355
C 2.54513 0.80907 4.51473
C -1.37488 1.03334 -1.71618
C -3.45093 0.30517 -1.90183
C 0.91418 0.12067 -5.86245
C 4.53638 -1.68840 1.99666
C -4.60476 -0.68692 1.74456
C -0.35481 0.49525 -3.76577
C 2.41731 1.62783 -4.53673
H 1.86725 -0.96264 -3.06676
H 2.83695 -1.33029 -0.96372
H -5.17205 0.19281 -0.67872
H -0.74110 0.65127 4.25430
H 3.16883 -5.03917 0.63450
H 4.91698 -0.75378 2.38683
H 2.19082 2.48893 -2.66323
H 5.46598 -4.90865 1.53903
H 0.40772 -1.19384 -2.14322
H 3.23099 2.31592 -4.73554
H -2.50819 -1.34846 -4.60267
H -3.64026 -0.01676 -4.98467
H 3.51627 -0.11467 6.04605
H -0.07509 -0.71231 3.29534
H -5.08641 -1.09469 -1.87789
H -3.63498 -2.08324 0.44260
H 1.75353 -3.02508 0.57708
H -5.33970 0.71863 3.18369
H 2.86387 0.57787 -6.37299
H 2.94725 1.48196 6.40996
H -0.11236 2.65200 -2.12522
H -4.11654 -1.33617 -3.88858
H -2.79262 1.29470 -0.04096
H -3.07955 1.21434 4.07793
H 6.33705 -2.76265 2.40125
H -1.37210 -1.55052 1.29092
H 0.81710 -0.45176 -6.77645
H -5.52053 0.54433 -2.37654
H -1.22009 -0.02918 -5.57985
```

Here are the Löwdin charges for atoms 1 to 8, given in e: 0.454 0.830 0.260 0.023 -0.048 0.139 0.744 0.609

Look up the total charge of the second one.
+1

Look up the total charge of the fourth one.
+2